Record 1
# C24H39N7O5SW

A molecular structure, C24H39N7O5SW (ωB97M-V/def2-TZVPD, the OMol25 dataset).

- net charge = +2
- LUMO level (eV) = -6.34
- spin multiplicity = 1
- energy above the lowest of the compared OMol25 structures with the same formula, charge and spin (eV) = 1.208
- HOMO-LUMO gap (eV) = 7.4

Each line ends with the Mulliken charge.
Atoms and positions in Å:
1 W 0.0946 1.0028 0.0316  0.367
2 C 4.6818 -1.3325 0.0852  -1.142
3 N 4.0004 -0.5903 -0.9678  -0.018
4 C 4.8385 0.0490 -1.9930  -0.782
5 C 3.8280 0.7971 -2.8542  -0.594
6 N 2.6669 0.8605 -1.9669  0.318
7 C 1.4075 1.3554 -2.4539  -0.920
8 C 2.7600 -0.0770 -0.9835  0.483
9 N 1.7069 -0.3470 -0.2242  -0.035
10 C 1.6790 -1.3646 0.8391  -1.086
11 C 1.2318 -0.6687 2.1102  -0.483
12 N -0.0371 0.0373 1.7687  0.712
13 C -1.0252 0.1214 2.7127  -0.459
14 N -2.2950 -0.1900 2.4794  0.177
15 C -2.7567 -1.1852 1.5221  -0.950
16 C -3.1084 0.0573 3.6839  -0.611
17 C -2.0753 0.4960 4.7328  -0.540
18 N -0.8296 0.5461 3.9549  0.117
19 C 0.3361 1.2436 4.4664  -0.752
20 H 5.7493 -1.2376 -0.0996  0.456
21 H 4.4337 -2.3927 0.0679  0.352
22 H 4.4818 -0.9091 1.0689  0.393
23 H 5.3903 -0.7036 -2.5526  0.427
24 H 5.5496 0.7236 -1.5110  0.424
25 H 3.5830 0.2470 -3.7663  0.332
26 H 4.1638 1.7969 -3.1218  0.401
27 H 1.5849 2.0001 -3.3148  0.536
28 H 0.9294 2.0788 -1.7474  0.309
29 H 0.7125 0.5681 -2.7464  0.443
30 H 2.6183 -1.8843 0.9778  0.533
31 H 0.9307 -2.1163 0.5711  0.221
32 H 1.9903 0.0624 2.4037  0.212
33 H 1.0883 -1.3776 2.9269  0.575
34 H -1.9806 -1.3937 0.7929  0.327
35 H -3.6474 -0.8214 1.0141  0.301
36 H -3.0085 -2.1073 2.0486  0.354
37 H -3.6207 -0.8625 3.9616  0.330
38 H -3.8514 0.8273 3.4815  0.364
39 H -1.9776 -0.1962 5.5686  0.380
40 H -2.2882 1.4895 5.1256  0.329
41 H 0.0139 2.1670 4.9480  0.359
42 H 1.0104 1.4875 3.6506  0.083
43 H 0.8636 0.6322 5.1989  0.302
44 C -3.0901 1.2074 -1.1728  -1.549
45 C -1.6887 0.8950 -0.8537  0.877
46 O -1.0035 -0.0827 -1.3118  -0.516
47 H -3.6338 0.3102 -1.4699  0.523
48 H -3.0916 1.8974 -2.0227  0.368
49 H -3.5686 1.7169 -0.3388  0.321
50 C 1.0265 5.8776 -3.6759  -1.602
51 C 0.3398 5.8740 -2.3400  0.531
52 C 0.6142 6.8695 -1.4001  -0.754
53 C -0.0548 6.9163 -0.1919  -0.737
54 C -0.9993 5.9384 0.1085  0.302
55 C -1.2886 4.9430 -0.8076  -0.320
56 C -0.6211 4.9184 -2.0264  -0.442
57 S -1.8894 5.9917 1.6338  1.230
58 O -2.6770 4.7928 1.6910  -0.598
59 O -2.4259 7.3069 1.7596  -0.692
60 N -0.7887 5.8703 2.8315  -0.222
61 C -0.1678 4.6363 3.2561  -0.971
62 C 0.9959 4.1361 2.3782  -0.531
63 C 0.6351 3.0121 1.4718  0.627
64 O 1.5315 2.2920 0.8699  -0.617
65 O -0.5514 2.6665 1.2378  -0.776
66 H 2.0940 6.0733 -3.5755  0.389
67 H 0.6138 6.6596 -4.3149  0.369
68 H 0.8930 4.9295 -4.1965  0.323
69 H 1.3430 7.6351 -1.6350  0.462
70 H 0.1388 7.7271 0.4993  0.429
71 H -2.0418 4.2106 -0.5582  0.503
72 H -0.8749 4.1647 -2.7646  0.510
73 H -0.3221 6.7421 3.0341  0.296
74 H -0.9451 3.8761 3.3241  0.427
75 H 0.1989 4.8114 4.2680  0.306
76 H 1.8605 3.8215 2.9674  0.494
77 H 1.3636 4.9409 1.7310  0.498

=====

Record 2
# C24H39N9RbS2

A molecular structure, C24H39N9RbS2 at a distorted geometry (ωB97M-V/def2-TZVPD, the OMol25 dataset).

- net charge = +1
- LUMO level (eV) = -2.80
- spin multiplicity = 1
- energy above the lowest of the compared OMol25 structures with the same formula, charge and spin (eV) = 0.048
- HOMO-LUMO gap (eV) = 6.2

Each line ends with the Mulliken charge.
Atoms and positions in Å:
1 Rb 1.9514 -0.1191 3.0042  0.921
2 N 2.9050 -3.7107 -3.7522  -0.132
3 C 2.9569 -2.1785 -3.5162  -0.452
4 C 3.9643 -1.3961 -4.3819  -1.216
5 C 4.2950 -0.0443 -3.6386  -0.297
6 N 3.0744 0.6792 -3.3724  -0.350
7 C 5.1420 -0.4006 -2.4171  -0.771
8 C 4.7348 -1.7128 -1.6978  0.021
9 N 4.8034 -1.6883 -0.2024  -0.697
10 C 3.2573 -1.9825 -2.0546  0.397
11 H 2.4818 -4.0319 -4.6392  0.389
12 H 2.3040 -4.0881 -3.0157  0.374
13 H 3.8420 -4.0865 -3.7170  0.361
14 H 1.9530 -1.8215 -3.7287  0.447
15 H 3.5540 -1.3195 -5.3722  0.506
16 H 4.9338 -1.9267 -4.3722  0.407
17 H 4.9756 0.5552 -4.2819  0.507
18 H 3.0463 1.4960 -3.9311  0.296
19 H 2.9745 0.9569 -2.3711  -0.010
20 H 5.0436 0.4893 -1.7479  0.273
21 H 6.1794 -0.5512 -2.6373  0.451
22 H 5.3393 -2.5946 -2.0582  0.303
23 H 4.2407 -0.9349 0.1587  0.193
24 H 5.7465 -1.4767 0.0183  0.269
25 H 2.6281 -1.0980 -1.6157  -1.311
26 H 2.8948 -2.8475 -1.4427  0.789
27 S 2.5614 0.8414 0.1398  -0.713
28 C 1.0320 0.1195 -0.3799  0.231
29 N 0.3585 0.6136 -1.3273  -0.289
30 N -0.8701 0.0484 -1.7026  0.073
31 C -1.9104 0.8948 -2.0856  0.136
32 C -3.1608 0.3125 -2.4424  -0.602
33 C -4.2239 1.1241 -2.7868  -0.409
34 C -4.0974 2.5542 -2.6478  -0.616
35 C -2.8222 3.0545 -2.4371  -0.607
36 C -1.7434 2.2293 -2.1771  0.034
37 N 0.6953 -0.8614 0.5469  0.242
38 N -0.1041 -1.7101 0.1628  -0.601
39 C -0.6573 -2.5668 1.1612  0.667
40 C -1.2469 -3.7691 0.7449  -0.576
41 C -1.8404 -4.5745 1.7053  -0.459
42 C -2.0439 -4.1423 3.0151  -0.463
43 C -1.4160 -2.9809 3.4285  -0.658
44 C -0.8605 -2.1530 2.5048  0.859
45 H -1.1476 -0.8028 -1.3193  0.384
46 H -3.2845 -0.7363 -2.4355  0.418
47 H -5.1765 0.6692 -3.0802  0.341
48 H -5.0493 3.1341 -2.8315  0.354
49 H -2.7208 4.1285 -2.5046  0.390
50 H -0.7386 2.5711 -2.0086  0.483
51 H -1.0519 -4.0686 -0.2593  0.421
52 H -2.2618 -5.5629 1.6027  0.342
53 H -2.5698 -4.8304 3.6645  0.387
54 H -1.3941 -2.5765 4.4784  0.308
55 H -0.4775 -1.1637 2.8643  -1.027
56 C -3.6400 4.9295 5.2882  -1.073
57 C -2.2609 4.6878 4.7597  -0.416
58 N -1.6712 3.3354 5.0290  -0.224
59 C -1.4884 2.2013 4.2281  0.368
60 S -0.7013 0.8927 4.8950  -0.497
61 N -1.9839 2.3588 3.0082  0.161
62 C -2.1024 1.3574 2.0092  0.425
63 C -3.4376 0.6978 1.7376  -1.219
64 H -3.7995 5.9943 5.4675  0.363
65 H -3.7217 4.4242 6.2247  0.303
66 H -4.4437 4.6012 4.6542  0.279
67 H -1.5436 5.3819 5.2337  0.357
68 H -2.1837 4.8845 3.7035  0.297
69 H -1.1052 3.2481 5.8788  0.195
70 H -2.4507 3.2371 2.7890  0.225
71 H -1.3795 0.5358 2.2494  -0.432
72 H -1.7361 1.7404 1.0636  0.237
73 H -3.8251 0.1272 2.5782  0.304
74 H -3.2812 -0.0173 0.9381  0.283
75 H -4.2438 1.4195 1.4537  0.346

=====

no.,HOMO (eV)
1,-13.7109
2,-9.0118